(1)
An isolated ion of composition C6H14N2 and charge +1. Source: the OMol25 dataset; level of theory: wB97M-V/def2-TZVPD.

Output
- ⟨S²⟩ = 0.758
- 2S+1 = 2
- HOMO (alpha / beta) (Eh) = -0.4517 / -0.4513
- total energy (eV) = -9417.4532
- net charge = +1
- max |F| (eV Å⁻¹) = 3.82
- E_LUMO (alpha / beta) (eV) = -5.02 / -7.55

Geometry (Å):
1 C -1.0813 -0.7439 0.5601
2 N -0.5951 -1.2503 1.8679
3 C 0.7931 -1.6227 1.9571
4 N 1.3434 -2.4833 0.8607
5 C -0.7248 0.7005 0.1511
6 C -1.3552 1.1466 -1.1029
7 C -0.4747 1.8177 -2.0471
8 C 0.9606 2.2049 -1.9083
9 H -2.1604 -0.9032 0.6708
10 H -0.8200 -1.4557 -0.2449
11 H -1.1690 -2.0135 2.2043
12 H 1.0111 -2.1179 2.9020
13 H 1.4213 -0.7131 1.9434
14 H 1.1667 -1.9440 0.0030
15 H 2.3566 -2.3860 0.9430
16 H -1.0859 1.2542 1.0374
17 H 0.3368 0.6266 -0.0160
18 H -2.3537 1.6060 -1.1564
19 H 0.7482 1.0152 -1.7961
20 H -0.8734 2.0121 -3.0409
21 H 1.4315 2.5502 -2.8283
22 H 1.1242 2.6996 -0.9597

---

(2)
A 2-piece molecular cluster, C6H15NO overall. Source: the OMol25 dataset; level of theory: wB97M-V/def2-TZVPD.

Output
- HOMO (Eh) = -0.2760
- total energy (eV) = -10000.1038
- max |F| (eV Å⁻¹) = 5.29
- E_LUMO (eV) = 0.90

Geometry (Å):
1 C 2.0488 -0.2179 1.7953
2 C 0.6729 -0.6959 2.1559
3 C -0.0734 -1.6023 0.9598
4 C -0.7673 -0.7471 0.0206
5 C -1.0875 -1.1831 -1.1821
6 N -1.4598 -0.2017 -2.1167
7 C -1.8771 1.1684 -1.7027
8 H 2.1176 0.4131 0.8523
9 H 2.4037 0.3872 2.7317
10 H 2.7011 -1.1077 1.9077
11 H 0.0019 0.1764 2.4712
12 H 0.7410 -1.3293 3.0931
13 H -0.7308 -2.2252 1.5448
14 H 0.7634 -2.0420 0.4419
15 H -0.8883 0.3206 0.4384
16 H -1.2328 -2.1938 -1.4221
17 H -1.8817 -0.6409 -2.9273
18 H -1.5657 1.4994 -0.6367
19 H -2.8495 1.3469 -1.8065
20 H -1.2409 1.7502 -2.3248
21 H 1.8275 2.8751 -1.0487
22 H 1.1581 1.6821 -1.5179
23 O 1.2190 2.5676 -1.7273

---

(3)
An isolated ion of composition C12H12Cl2N and charge +1. Source: the OMol25 dataset; level of theory: wB97M-V/def2-TZVPD.

Output
- HOMO (Eh) = -0.4521
- total energy (eV) = -39165.0788
- net charge = +1
- max |F| (eV Å⁻¹) = 3.21
- E_LUMO (eV) = -4.97

Geometry (Å):
1 C -2.5682 2.0001 0.0613
2 C -2.2638 1.5918 1.4064
3 C -1.6448 1.7194 -0.9335
4 C -1.0565 0.9603 1.7200
5 C -0.4518 1.1137 -0.6320
6 C -0.0860 0.7239 0.6738
7 C 0.8582 -1.6168 -1.6888
8 C -0.0601 -2.1201 -0.5509
9 C 1.8484 -0.7424 -1.5464
10 C -1.2293 -2.7452 -0.7440
11 C 2.2291 0.2051 -0.3347
12 C 1.3091 0.2572 0.8083
13 N 1.8423 0.1045 1.9838
14 Cl -2.3005 -3.1384 0.5399
15 Cl 3.9852 -0.2047 0.0721
16 H -3.4639 2.4909 -0.2415
17 H -2.9206 1.9118 2.2298
18 H -1.8371 1.9180 -1.9555
19 H -0.7943 0.8638 2.8011
20 H 0.2512 0.9434 -1.3526
21 H 0.6646 -2.0993 -2.7352
22 H 0.1754 -1.9256 0.5052
23 H 2.6563 -0.5585 -2.3467
24 H 2.2176 1.1999 -0.7635
25 H 1.2938 0.3769 2.7288
26 H 2.8354 -0.1973 2.1040
27 H -1.4898 -3.0328 -1.8092

---

(4)
A 2-piece molecular cluster, C3H10N2 overall. Source: the OMol25 dataset; level of theory: wB97M-V/def2-TZVPD.

Output
- HOMO (Eh) = -0.3237
- total energy (eV) = -6251.3781
- max |F| (eV Å⁻¹) = 2.79
- E_LUMO (eV) = 0.88

Geometry (Å):
1 C -2.1614 3.6304 0.9805
2 C -2.4084 3.0882 -0.2055
3 H -1.2687 3.5900 1.6096
4 H -2.9131 4.2642 1.4137
5 H -1.8269 2.5204 -0.9211
6 H -3.3833 3.0214 -0.7678
7 N 1.4151 -3.5653 -0.0662
8 C 1.7528 -2.2254 -0.6839
9 N 1.5229 -1.0499 0.0669
10 H 0.5157 -3.5551 0.3805
11 H 2.1192 -3.9781 0.5522
12 H 2.7089 -2.3232 -1.1904
13 H 1.0992 -2.3219 -1.5803
14 H 0.5985 -0.6140 -0.0660
15 H 2.2296 -0.4817 0.4780

---

(5)
A 7-piece molecular cluster, C39H83BClN7O24P2S7 overall. Source: the OMol25 dataset; level of theory: wB97M-V/def2-TZVPD.

Output
- HOMO (Eh) = -0.3127
- total energy (eV) = -208978.2391
- max |F| (eV Å⁻¹) = 4.71
- E_LUMO (eV) = -0.59

Geometry (Å):
1 C -1.0350 7.6099 -0.0268
2 C -1.4722 6.9033 1.3433
3 C -0.9419 5.4206 1.4403
4 C 0.6382 5.4846 1.2249
5 N -1.3231 4.7067 2.7115
6 C -2.1864 5.4321 3.5673
7 C -1.5520 6.4043 4.5240
8 C -2.2810 7.2688 5.4447
9 N -3.6566 7.2562 5.4984
10 C -4.2546 6.4002 4.6301
11 C -3.6663 5.4837 3.6417
12 C -1.4669 3.2999 2.4290
13 C -2.7864 2.8420 1.6197
14 C -2.4829 2.3042 0.1556
15 C -3.0116 0.8348 -0.1214
16 C -2.4728 0.4319 -1.5813
17 N -1.3373 -0.5286 -1.4661
18 C -1.2586 -1.3249 -2.7373
19 C -0.0536 0.1488 -1.3661
20 C 0.9442 -0.2772 -0.2084
21 O 0.3515 1.0052 -2.1322
22 C -1.0297 2.2134 3.5639
23 O -1.1202 0.9719 2.8819
24 C -1.4472 -0.2159 3.5462
25 N -1.3637 -1.2858 2.4420
26 C -1.0460 -2.4130 2.8873
27 O -1.1641 -3.5369 3.1629
28 N -2.8847 -0.3601 4.0328
29 C -3.6854 -0.5402 3.1073
30 S -4.7588 -1.2689 2.1334
31 B -0.4205 -0.7779 4.6859
32 N -0.9790 -1.3293 5.9292
33 O 0.9904 -0.7170 4.5948
34 P -1.8486 2.3696 5.2499
35 N -3.5775 2.7070 5.0913
36 O -1.2688 3.7487 6.0805
37 P 0.8725 2.4415 3.8800
38 O 1.5724 2.1201 2.3504
39 Cl 1.3700 4.3870 4.4035
40 H 0.0756 7.7674 -0.0871
41 H -1.3765 7.0039 -0.9100
42 H -1.5132 8.6310 -0.1074
43 H -2.5921 7.0081 1.4065
44 H -0.9656 7.5239 2.1464
45 H -1.3383 4.8864 0.5169
46 H 0.7880 5.6243 0.1088
47 H 1.1299 6.3493 1.7398
48 H 1.0724 4.4794 1.4653
49 H -0.4288 6.4867 4.5374
50 H -1.7364 7.9600 6.1423
51 H -5.3833 6.4186 4.6495
52 H -4.2603 4.8382 2.9566
53 H -0.6570 3.0957 1.6500
54 H -3.3772 2.0493 2.1493
55 H -3.3825 3.7916 1.4550
56 H -3.0242 2.9608 -0.5983
57 H -1.4032 2.3208 -0.1534
58 H -4.1274 0.7380 -0.0742
59 H -2.5345 0.0965 0.5751
60 H -2.1131 1.3631 -2.1137
61 H -3.3196 0.0062 -2.2140
62 H -0.2526 -1.8391 -2.7704
63 H -2.0967 -2.0722 -2.7617
64 H -1.3013 -0.6195 -3.6159
65 H 1.1935 -1.3813 -0.2783
66 H 1.9048 0.3139 -0.2913
67 H 0.4750 -0.0541 0.7915
68 H -0.2249 -1.5847 6.5719
69 H -1.5280 -0.6034 6.4155
70 H 1.3366 -1.1425 3.7888
71 H -3.8737 2.6842 4.1134
72 H -4.0905 1.9976 5.6207
73 H -1.9279 3.8868 6.7941
74 H 1.9301 1.2132 2.4421
75 O 6.0050 -1.0824 5.0387
76 S 5.9581 -2.1020 6.0499
77 O 6.5502 -3.3939 5.8471
78 O 4.4368 -2.2966 6.5205
79 C 3.4653 -2.6277 5.5210
80 C 3.6022 -4.0663 5.0537
81 C 6.5890 -1.4395 7.5602
82 H 3.5303 -1.9301 4.6815
83 H 2.4826 -2.4938 5.9744
84 H 4.5515 -4.2259 4.5398
85 H 2.7997 -4.3256 4.3610
86 H 3.5776 -4.7501 5.9041
87 H 6.1249 -0.4735 7.7477
88 H 7.6657 -1.3242 7.4422
89 H 6.3774 -2.1396 8.3667
90 O -5.8198 0.6791 -3.0812
91 S -6.5641 -0.5019 -3.4133
92 O -6.6124 -1.0130 -4.7512
93 O -8.0652 -0.3392 -2.8631
94 C -8.8310 0.7919 -3.2982
95 C -9.2831 0.6538 -4.7405
96 C -6.0642 -1.8171 -2.3424
97 H -8.2640 1.7143 -3.1478
98 H -9.7090 0.8454 -2.6523
99 H -8.4313 0.6567 -5.4223
100 H -9.9381 1.4798 -5.0206
101 H -9.8118 -0.2899 -4.8881
102 H -6.0532 -1.4617 -1.3137
103 H -5.0636 -2.1242 -2.6446
104 H -6.7588 -2.6466 -2.4625
105 O 7.8515 -6.2200 8.1088
106 S 7.8085 -6.5128 6.7037
107 O 6.5663 -6.6648 6.0043
108 O 8.7299 -7.8013 6.4137
109 C 8.4436 -9.0142 7.1190
110 C 7.1860 -9.6905 6.6036
111 C 8.7921 -5.3273 5.8395
112 H 8.3775 -8.8218 8.1932
113 H 9.2956 -9.6784 6.9631
114 H 6.3030 -9.0795 6.7967
115 H 7.0383 -10.6550 7.0917
116 H 7.2458 -9.8397 5.5238
117 H 9.7535 -5.2281 6.3401
118 H 8.2550 -4.3779 5.8605
119 H 8.9190 -5.6586 4.8102
120 O 2.2946 1.1482 -6.1059
121 S 0.8806 0.9889 -5.9184
122 O 0.3142 -0.2668 -5.5137
123 O 0.1203 1.4985 -7.2415
124 C 0.4621 0.9012 -8.4989
125 C -0.0817 -0.5101 -8.6261
126 C 0.2978 2.2395 -4.8197
127 H 1.5450 0.9227 -8.6478
128 H 0.0186 1.5264 -9.2760
129 H 0.3859 -1.1784 -7.9011
130 H 0.1103 -0.9110 -9.6218
131 H -1.1555 -0.5269 -8.4348
132 H 0.6914 3.2042 -5.1345
133 H 0.6581 1.9897 -3.8208
134 H -0.7909 2.2383 -4.8308
135 O -2.7800 -1.4591 -10.3438
136 S -4.1932 -1.6334 -10.1627
137 O -4.7493 -2.8932 -9.7671
138 O -4.9534 -1.1187 -11.4834
139 C -4.6010 -1.7045 -12.7428
140 C -5.1339 -3.1189 -12.8829
141 C -4.7895 -0.3935 -9.0548
142 H -3.5176 -1.6739 -12.8855
143 H -5.0451 -1.0772 -13.5177
144 H -4.6661 -3.7893 -12.1604
145 H -4.9326 -3.5103 -13.8810
146 H -6.2095 -3.1436 -12.6974
147 H -4.4025 0.5760 -9.3618
148 H -4.4292 -0.6450 -8.0579
149 H -5.8778 -0.4034 -9.0686
150 O 7.2012 -2.7131 -2.0350
151 S 6.3743 -1.5421 -2.0918
152 O 6.9284 -0.2432 -2.3345
153 O 5.4680 -1.4821 -0.7632
154 C 6.1253 -1.4888 0.5112
155 C 6.7995 -0.1615 0.8052
156 C 5.0679 -1.8128 -3.2498
157 H 6.8369 -2.3164 0.5698
158 H 5.3568 -1.6710 1.2650
159 H 7.6153 0.0280 0.1059
160 H 7.2150 -0.1516 1.8139
161 H 6.0884 0.6607 0.7025
162 H 4.6140 -2.7825 -3.0562
163 H 5.5058 -1.7939 -4.2468
164 H 4.3376 -1.0113 -3.1510

---

(6)
A 2-piece molecular cluster, C6H13N2O2S overall. Source: the OMol25 dataset; level of theory: wB97M-V/def2-TZVPD.

Output
- HOMO (alpha / beta) (Eh) = -0.1309 / -0.1706
- total energy (eV) = -24340.4875
- net charge = -1
- max |F| (eV Å⁻¹) = 4.98
- E_LUMO (alpha / beta) (eV) = 3.33 / 3.43

Geometry (Å):
1 C -2.3082 -0.8786 -0.1599
2 C -1.9099 0.4089 -0.9001
3 C -1.0302 -1.6046 0.2739
4 C -1.2813 1.3456 0.0298
5 C -0.0668 -0.5903 1.0870
6 C 0.1163 0.8185 0.3707
7 N 4.3777 0.9820 -0.5330
8 N 1.0017 0.8596 -0.7542
9 O 3.5094 -1.3039 -1.0444
10 O 3.3759 -0.5613 1.3409
11 S 3.4228 -0.1767 -0.0851
12 H -2.9569 -0.7686 0.6958
13 H -3.0849 -1.4785 -0.7550
14 H -1.2253 0.2519 -1.7520
15 H -2.8259 0.8171 -1.4132
16 H -1.4472 -2.3259 0.9519
17 H -0.5575 -1.9273 -0.6649
18 H -1.2106 2.3962 -0.6042
19 H -1.9052 1.6954 0.9061
20 H -0.5931 -0.4317 2.0918
21 H 0.9584 -0.9481 0.9154
22 H 0.6349 1.5127 1.2554
23 H 4.1328 1.7930 0.1532
24 H 0.8729 0.1147 -1.4058

---

(7)
C42H40FI4N7O5Sc as an isolated structure. Source: the OMol25 dataset; level of theory: wB97M-V/def2-TZVPD.

Output
- HOMO (Eh) = -0.3399
- total energy (eV) = -120693.4176
- net charge = +1
- max |F| (eV Å⁻¹) = 0.88
- E_LUMO (eV) = -3.13

Geometry (Å):
1 Sc -1.2829 2.3507 -0.7354
2 I 1.6587 -4.9387 -1.7416
3 C 1.1383 -2.9341 -1.4963
4 C 1.9437 -2.1043 -0.7359
5 C 1.5749 -0.7761 -0.5826
6 I 2.7044 0.4446 0.6797
7 C 0.4296 -0.2346 -1.1813
8 O 0.0990 1.0083 -0.9966
9 C -0.3805 -1.1060 -1.9337
10 C -1.6805 -0.5914 -2.5058
11 N -1.4955 0.4537 -3.5118
12 C -1.0463 -0.0300 -4.8036
13 C 0.4464 0.0568 -5.0482
14 C 0.9470 -0.4997 -6.2252
15 C 2.3030 -0.4582 -6.4663
16 C 3.1302 0.1372 -5.5217
17 C 2.5429 0.6710 -4.3912
18 N 1.2275 0.6442 -4.1508
19 C -0.0186 -2.4351 -2.0839
20 H 2.8428 -2.4784 -0.2665
21 H -2.2892 -0.1797 -1.6939
22 H -2.2462 -1.4464 -2.9045
23 H -2.3633 0.9605 -3.6354
24 H -1.5529 0.5286 -5.5954
25 H -1.3295 -1.0840 -4.9485
26 H 0.2700 -0.9624 -6.9331
27 H 2.7135 -0.8858 -7.3720
28 H 4.2011 0.1862 -5.6589
29 H 3.1530 1.1448 -3.6311
30 H -0.6582 -3.0894 -2.6642
31 I -3.3684 4.2394 -7.9706
32 C -3.1259 3.8478 -5.9401
33 C -4.1431 3.2317 -5.2295
34 C -3.9544 2.9625 -3.8813
35 I -5.4360 1.9361 -2.8357
36 C -2.7736 3.3071 -3.2164
37 O -2.6077 3.0142 -1.9349
38 C -1.7524 3.9153 -3.9586
39 C -0.4513 4.2871 -3.2986
40 N 0.1098 3.1869 -2.5028
41 C 1.3953 3.5447 -1.9152
42 C 1.1861 4.3628 -0.6624
43 C 2.2174 5.0805 -0.0758
44 C 1.9341 5.8746 1.0202
45 C 0.6308 5.9350 1.4944
46 C -0.3317 5.1605 0.8781
47 N -0.0577 4.3789 -0.1750
48 C -1.9374 4.1789 -5.3081
49 H -5.0670 2.9512 -5.7146
50 H -0.5982 5.1429 -2.6343
51 H 0.2574 4.5963 -4.0757
52 H 0.2357 2.3560 -3.0876
53 H 2.0120 4.1274 -2.6117
54 H 1.9395 2.6306 -1.6742
55 H 3.2152 5.0267 -0.4910
56 H 2.7182 6.4504 1.4945
57 H 0.3613 6.5548 2.3367
58 H -1.3472 5.1278 1.2445
59 H -1.1350 4.6397 -5.8704
60 C 0.6815 0.2134 6.4741
61 C -0.7503 -0.1169 6.0864
62 N -0.9690 -0.0532 4.6387
63 C -1.3409 1.1268 4.0893
64 C -1.5724 1.3385 2.7685
65 C -1.8987 2.7360 2.3162
66 O -1.9555 3.6450 3.1241
67 O -2.0346 2.8552 1.0353
68 C -1.4809 0.2253 1.8619
69 O -1.7118 0.2588 0.6529
70 C -0.9854 -1.0332 2.4492
71 C -0.7286 -2.0993 1.5875
72 C -0.2166 -3.2554 2.0954
73 F -0.0263 -4.3177 1.2828
74 C 0.1117 -3.3847 3.4488
75 C -0.1485 -2.3315 4.3041
76 C -0.7204 -1.1468 3.8166
77 N 0.7193 -4.5708 3.9609
78 C 1.7153 -5.2362 3.1411
79 C 2.5947 -6.0857 4.0335
80 N 1.7080 -7.0919 4.7303
81 C 0.6211 -6.4148 5.5300
82 C -0.1717 -5.5169 4.6010
83 H 0.8076 0.1387 7.5540
84 H 0.9346 1.2297 6.1729
85 H 1.3890 -0.4640 5.9945
86 H -1.4481 0.5823 6.5445
87 H -1.0407 -1.1090 6.4292
88 H -1.4479 1.9615 4.7720
89 H -0.9455 -1.9984 0.5304
90 H 0.1539 -2.4256 5.3371
91 H 2.3358 -4.5014 2.6306
92 H 1.2679 -5.8734 2.3647
93 H 3.0636 -5.4929 4.8170
94 H 3.3471 -6.6428 3.4792
95 H 2.2595 -7.7120 5.3249
96 H 1.2682 -7.6809 4.0168
97 H 1.1266 -5.8365 6.3012
98 H 0.0124 -7.1945 5.9832
99 H -0.9215 -4.9883 5.1868
100 H -0.7109 -6.1369 3.8638

---

(8)
C32H29CrN7O4PS2Se as an isolated structure. Source: the OMol25 dataset; level of theory: wB97M-V/def2-TZVPD.

Output
- ⟨S²⟩ = 6.075
- 2S+1 = 5
- HOMO (alpha / beta) (Eh) = -0.3029 / -0.3509
- total energy (eV) = -176999.9621
- net charge = +1
- max |F| (eV Å⁻¹) = 3.13
- E_LUMO (alpha / beta) (eV) = -2.81 / -2.72

Geometry (Å):
1 Cr -0.1351 -0.1226 0.3155
2 O 1.9099 3.1247 0.2487
3 S 0.7076 2.3735 0.1668
4 O 0.6677 1.3206 -0.9117
5 O 0.3418 1.5838 1.3887
6 C -0.6552 3.4249 -0.1640
7 C -0.4180 4.7857 -0.2760
8 C -1.4789 5.6303 -0.5667
9 C -2.7493 5.1063 -0.7451
10 C -2.9708 3.7408 -0.6273
11 C -1.9275 2.8727 -0.3305
12 P -2.2889 1.0784 -0.1382
13 C -3.0468 0.6611 -1.7326
14 C -2.5103 1.2387 -2.8845
15 C -2.9793 0.8696 -4.1347
16 C -3.9868 -0.0780 -4.2463
17 C -4.5258 -0.6537 -3.1055
18 C -4.0582 -0.2909 -1.8516
19 C -3.5545 1.0720 1.1518
20 C -3.1310 0.9658 2.4754
21 C -4.0548 1.0108 3.5060
22 C -5.4051 1.1616 3.2221
23 C -5.8296 1.2848 1.9073
24 C -4.9080 1.2464 0.8717
25 H 0.5845 5.1663 -0.1396
26 H -1.3097 6.6945 -0.6555
27 H -3.5778 5.7624 -0.9760
28 H -3.9699 3.3491 -0.7696
29 H -1.7274 1.9848 -2.8074
30 H -2.5595 1.3251 -5.0217
31 H -4.3548 -0.3645 -5.2224
32 H -5.3147 -1.3893 -3.1888
33 H -4.4850 -0.7509 -0.9697
34 H -2.0797 0.8482 2.7013
35 H -3.7214 0.9216 4.5314
36 H -6.1276 1.1857 4.0269
37 H -6.8809 1.4096 1.6851
38 H -5.2521 1.3410 -0.1499
39 Se -0.2488 -5.1584 0.4441
40 N 0.2305 -5.1643 -1.2805
41 C 0.2056 -3.9136 -1.7219
42 C 0.4728 -3.5046 -3.0362
43 C 0.3507 -2.1501 -3.3451
44 C -0.0105 -1.2376 -2.3857
45 N -0.2669 -1.5744 -1.0810
46 C -0.1549 -2.8932 -0.7446
47 N -0.3977 -3.3400 0.4649
48 H 0.7461 -4.2390 -3.7803
49 H 0.5239 -1.7995 -4.3528
50 H -0.1261 -0.1918 -2.6304
51 C 5.2504 -0.8070 1.1876
52 N 3.8185 -0.9387 1.3850
53 C 2.8899 -0.5965 0.4858
54 N 3.2768 -0.0494 -0.6753
55 O 1.6793 -0.8420 0.7422
56 H 5.7555 -1.1691 2.0777
57 H 5.5332 0.2379 1.0480
58 H 5.5922 -1.3974 0.3357
59 H 3.4618 -1.4193 2.1938
60 H 4.2236 0.2567 -0.8148
61 H 2.5594 0.3464 -1.2626
62 N 0.6031 -0.4209 3.5009
63 C -0.2774 -1.3130 3.0165
64 N -0.8422 -1.2391 1.8334
65 C -1.6804 -2.3841 1.5767
66 C -2.8325 -2.2364 0.7616
67 C -3.9409 -3.0264 0.9561
68 C -4.0640 -3.8824 2.0525
69 C -3.0588 -3.8615 3.0018
70 C -1.9213 -3.1074 2.7751
71 S -0.7054 -2.6891 3.9644
72 H 0.8738 0.3781 2.9487
73 H 0.7962 -0.4080 4.4863
74 H -2.7517 -1.6192 -0.1235
75 H -4.7589 -2.9557 0.2478
76 H -4.9503 -4.4817 2.1965
77 H -3.1660 -4.4065 3.9318